(1)
Computed, not measured: C32H11F15GeN6PtS as an isolated structure, with ωB97M-V/def2-TZVPD.

Geometry as XYZ:
```
67
Properties=species:S:1:pos:R:3:mulliken_charge:R:1
Pt -0.04931 0.23374 0.11462 1.18
N -0.25317 0.87742 4.65072 0.13
C 0.18769 -0.04039 3.77242 -0.27
N 0.25360 0.50307 2.58476 -0.22
C -0.18128 1.78004 2.78913 -0.01
N -0.49653 2.04047 4.03781 -0.69
C -0.26864 2.72627 1.67811 0.62
C -0.05098 4.09021 1.83736 -0.30
N -0.08414 4.93816 0.82277 -0.59
C -0.35892 4.43041 -0.37580 -0.42
C -0.59397 3.08300 -0.56565 -0.30
N -0.54277 2.22132 0.45874 0.13
H -0.43871 0.78754 5.63486 0.17
H 0.43911 -1.05736 4.02390 0.49
H 0.15860 4.49554 2.81966 0.47
H -0.39389 5.12955 -1.20131 0.39
H -0.85116 2.67813 -1.53306 0.47
C 1.89360 0.05001 -0.57714 -1.37
C 1.52813 -1.34537 -0.83102 0.47
C 1.49935 -2.27704 0.22651 -0.02
C 1.18814 -3.60161 0.00197 -0.82
C 0.91468 -4.04078 -1.29248 0.70
C 0.94440 -3.13419 -2.35833 -0.71
C 1.23988 -1.81182 -2.12962 -0.38
C 0.63481 -5.42085 -1.53320 -0.14
N 0.42115 -6.53370 -1.72503 -0.48
H 2.13124 0.63657 -1.45990 0.45
H 2.59912 0.20688 0.23520 0.41
H 1.74206 -1.92956 1.22322 0.38
H 1.16652 -4.31126 0.81781 0.47
H 0.74189 -3.49051 -3.35928 0.47
H 1.26939 -1.10851 -2.95192 0.40
F -2.92028 -2.96601 -1.67557 -0.07
C -4.24209 -2.86806 -1.82103 -0.21
C -4.92887 -1.77231 -1.32219 0.12
C -6.29280 -1.72881 -1.55756 0.41
F -7.00209 -0.69382 -1.07676 -0.40
C -6.96531 -2.72272 -2.23977 0.18
F -8.28157 -2.64978 -2.44096 -0.30
C -6.25295 -3.81392 -2.71031 0.64
F -6.88324 -4.78378 -3.36085 -0.30
C -4.88660 -3.88685 -2.50454 -0.08
F -4.20177 -4.93275 -2.96698 -0.30
Ge -4.11849 -0.33534 -0.20144 0.48
S -2.17338 -0.85717 0.54279 -0.77
C -4.65982 1.27480 -1.27699 0.07
C -5.65886 2.19201 -0.99372 0.60
F -6.34747 2.14968 0.14798 -0.30
C -6.02272 3.17860 -1.89708 0.08
F -6.98584 4.04737 -1.59330 -0.30
C -5.38939 3.25798 -3.12490 0.78
F -5.73575 4.19895 -3.99384 -0.30
C -4.39411 2.34966 -3.44411 -0.14
F -3.78136 2.41998 -4.62694 -0.30
C -4.05481 1.38326 -2.51777 0.10
F -3.08934 0.50015 -2.83061 -0.39
C -5.14016 -0.23179 1.50934 -0.54
C -4.84246 0.83501 2.34013 0.57
F -3.95336 1.75111 1.91448 -0.38
C -5.42137 1.00044 3.58078 0.11
F -5.12159 2.04838 4.35173 -0.31
C -6.32283 0.04652 4.02777 0.64
F -6.89985 0.18460 5.21859 -0.31
C -6.60727 -1.05882 3.24612 0.11
F -7.44231 -1.99456 3.70112 -0.30
C -6.00975 -1.18396 2.00229 0.33
F -6.29320 -2.27219 1.27278 -0.29
```

Output
**Net charge**: 0
**HOMO-LUMO gap (spin up / spin down)**: 6.461 / 6.461 eV

***

(2)
Computed, not measured: C32H18AgClF4N5O5S as an isolated structure, with ωB97M-V/def2-TZVPD.

Geometry as XYZ:
```
67
Properties=species:S:1:pos:R:3:mulliken_charge:R:1
Ag 2.28997 -0.01891 -1.28339 0.55
O -1.83271 -0.91496 -1.84538 -0.41
C -0.66388 -0.60325 -1.24357 0.99
O 0.03211 0.32586 -1.57073 -0.82
C -0.29801 -1.59392 -0.18603 0.03
C -1.27582 -2.42882 0.39829 -0.72
C -0.89705 -3.27092 1.39781 -1.08
C 0.45358 -3.29624 1.81305 1.28
C 0.92098 -4.10072 2.87462 -0.82
C 2.24679 -4.09858 3.20827 -0.51
C 3.15846 -3.27925 2.51080 -0.66
C 2.73808 -2.48562 1.48010 -0.56
C 1.37194 -2.47026 1.11648 -0.55
N 0.97539 -1.63998 0.12267 0.66
H -2.29815 -2.35687 0.05896 0.61
H -1.61722 -3.91347 1.88945 0.41
H 0.20880 -4.71363 3.41442 0.39
H 2.60061 -4.72643 4.01613 0.37
H 4.20066 -3.27588 2.80246 0.44
H 3.42388 -1.84979 0.92891 0.67
Cl 6.91868 1.25024 0.81064 -0.22
C 5.24182 1.62650 1.26877 -0.41
C 4.21012 1.04407 0.29149 0.81
O 3.21896 1.77474 0.05044 -0.83
O 4.37764 -0.11166 -0.14255 -0.85
H 5.14107 2.70599 1.31477 0.30
H 5.07313 1.18925 2.25241 0.25
F -1.16999 -4.34271 -4.59996 -0.32
C -1.47442 -3.09932 -4.30249 0.46
C -2.76469 -2.81263 -4.01566 0.29
F -3.68378 -3.78277 -4.14062 -0.35
C -3.19016 -1.53561 -3.55700 -0.11
C -2.05555 -0.57162 -3.23998 1.11
C -0.83472 -0.82881 -4.05036 -0.06
F -0.02212 0.21339 -4.23384 -0.41
C -0.42032 -2.10255 -4.30241 0.79
C 0.96321 -2.44373 -4.50831 -0.22
C 1.88599 -1.62726 -3.85496 0.52
N 2.58509 -0.92679 -3.25213 -0.67
C 1.40772 -3.57010 -5.22686 0.00
N 1.78626 -4.47777 -5.83304 -0.65
F -2.43197 0.72209 -3.31538 -0.39
C -4.46796 -1.22869 -3.19727 0.94
C -4.85958 0.02102 -2.62712 -0.04
N -5.27197 0.98013 -2.14688 -0.61
C -5.56761 -2.13148 -3.31936 -0.13
N -6.50688 -2.78967 -3.39367 -0.58
C -2.10351 6.72691 3.30539 -1.44
C -1.54771 5.43350 2.77154 1.06
C -2.26681 4.24784 2.87450 -0.78
C -1.75383 3.06304 2.36520 -0.43
C -0.51665 3.06618 1.75238 -0.28
C 0.21125 4.23960 1.62169 -0.60
C -0.30597 5.41560 2.13895 -0.61
S 0.16265 1.50847 1.12343 1.23
C 1.34159 1.33429 2.50925 -1.00
O -0.91368 0.51675 1.39289 -0.65
H -2.92783 6.54666 3.99388 0.35
H -2.47610 7.34027 2.48226 0.29
H -1.33134 7.29661 3.82283 0.36
H -3.23824 4.25119 3.35424 0.30
H -2.30027 2.13117 2.43742 0.44
H 1.17315 4.22758 1.12145 0.52
H 0.25564 6.33827 2.05010 0.36
H 0.83546 1.51658 3.45424 0.50
H 2.14342 2.04837 2.33517 0.35
H 1.73243 0.31850 2.46119 0.15
```

Output
**Net charge**: -1
**HOMO-LUMO gap**: 5.509 eV

***

Computed values of energy relative to the best compared isomer or geometry (same formula, charge and spin) (unit: kcal per mole) for the preceding records, in sequence: 24.6; 8.9.
Computed values of E_tot (unit: Ha) for the preceding records, in sequence: -5646.89261; -3285.04763.